Entry 1:
C38H43GeHgN6 as an isolated structure at a distorted geometry, computed with ωB97M-V/def2-TZVPD.

The geometry in ORCA input format:
```
! RIJCOSX wB97M-V def2-TZVPD def2/J DEFGRID3
* xyz 1 1
Hg 0.88 -0.05 0.86
C 1.62 2.75 -1.64
N 2.74 2.29 -0.84
C 3.22 3.36 0.09
C 2.22 3.58 1.16
C 1.23 4.58 0.89
C 0.17 4.71 1.74
C 0.21 3.94 2.89
C 1.29 3.10 3.14
N 2.32 2.86 2.27
C 3.91 1.83 -1.65
C 3.71 0.41 -2.01
C 3.57 0.06 -3.33
C 3.63 -1.28 -3.65
C 3.49 -2.25 -2.62
C 3.71 -1.76 -1.34
N 3.88 -0.46 -1.05
C 0.80 1.72 -2.41
C 0.50 1.92 -3.83
C -0.31 1.02 -4.51
C -0.72 -0.20 -3.86
C -0.06 -0.48 -2.49
N 0.47 0.64 -1.79
H 0.93 3.30 -0.93
H 1.91 3.53 -2.39
H 4.12 3.02 0.60
H 3.36 4.30 -0.52
H 1.26 5.27 0.07
H -0.69 5.34 1.50
H -0.63 3.93 3.57
H 1.32 2.47 4.03
H 4.11 2.52 -2.51
H 4.81 1.86 -1.02
H 3.46 0.79 -4.15
H 3.64 -1.62 -4.67
H 3.24 -3.30 -2.73
H 3.84 -2.41 -0.46
H 0.97 2.72 -4.39
H -0.57 1.20 -5.55
H -0.47 -1.04 -4.54
H 0.58 -1.37 -2.54
N 3.01 -0.29 2.05
C 3.01 -0.76 3.44
C 3.44 -2.19 3.68
C 2.35 -3.18 4.10
N 1.67 -3.83 3.01
H 3.65 -0.84 1.46
H 3.19 0.71 1.95
H 1.95 -0.59 3.76
H 3.62 -0.07 4.01
H 4.10 -2.02 4.53
H 4.13 -2.69 2.94
H 1.64 -2.72 4.78
H 2.89 -3.85 4.79
H 0.88 -4.42 3.29
H 2.29 -4.32 2.39
C -2.29 1.76 -0.37
Ge -1.51 0.02 -0.13
C -1.45 -0.95 -1.90
C -2.17 -0.40 -3.16
C -3.16 -1.27 -3.81
C -3.30 -2.62 -3.44
C -2.73 -3.08 -2.24
C -1.72 -2.33 -1.57
C -2.71 -0.97 1.13
C -2.12 -1.72 2.09
C -2.77 -2.17 3.28
C -4.09 -1.97 3.43
C -4.84 -1.29 2.40
C -6.25 -1.04 2.54
C -7.00 -0.41 1.56
C -6.33 -0.03 0.37
C -4.97 -0.21 0.18
C -4.17 -0.75 1.24
H -1.51 2.50 -0.16
H -3.03 1.93 0.40
H -2.76 1.87 -1.34
H -2.52 0.64 -3.02
H -3.67 -0.78 -4.66
H -3.92 -3.27 -4.00
H -3.04 -4.00 -1.81
H -1.29 -2.74 -0.69
H -1.07 -2.16 2.00
H -2.23 -2.79 3.99
H -4.61 -2.50 4.20
H -6.73 -1.40 3.45
H -8.02 -0.09 1.78
H -6.90 0.45 -0.44
H -4.61 0.00 -0.81
*
```

- E (eV) = -109725.70001
- Kohn-Sham gap (spin up / spin down) (eV) = 6.787 / 6.787
- energy relative to the best compared isomer or geometry (same formula, charge and spin) (eV) = 2.177
- HOMO (spin up / spin down) (eV) = -9.5 / -9.5

Mulliken population analysis, charges in e, atoms 1 to 2: atom 1 (Hg): 0.90, atom 2 (C): -0.11



Entry 2:
A single C2H7F2NSi molecule at a distorted geometry, computed with ωB97M-V/def2-TZVPD.

The geometry in ORCA input format:
```
! RIJCOSX wB97M-V def2-TZVPD def2/J DEFGRID3
* xyz 0 1
C 1.64 0.02 0.91
N 0.16 0.22 1.19
Si -1.07 0.27 0.09
C -0.79 -0.45 -1.53
F -2.27 -0.41 0.94
F -1.81 1.78 -0.18
H 2.34 0.18 1.68
H 1.85 -0.91 0.49
H 2.13 0.68 0.19
H -0.03 0.56 2.07
H -0.03 -1.18 -1.57
H -1.58 -1.02 -1.93
H -0.53 0.26 -2.34
*
```

- E (eV) = -16994.38260
- Kohn-Sham gap (eV) = 10.906
- energy relative to the best compared isomer or geometry (same formula, charge and spin) (eV) = 0.000
- HOMO (eV) = -10.1

Mulliken population analysis, charges in e, atoms 1 to 2: atom 1 (C): -0.93, atom 2 (N): -0.16



Entry 3:
C15H17FeNO3S2 as an isolated structure at a distorted geometry, computed with ωB97M-V/def2-TZVPD.

The geometry in ORCA input format:
```
! RIJCOSX wB97M-V def2-TZVPD def2/J DEFGRID3
* xyz 0 5
C -3.46 -3.37 -0.91
C -2.31 -4.37 -1.04
C -1.02 -3.81 -0.47
N -0.63 -2.52 -1.06
C 0.64 -2.08 -0.71
S 1.80 -3.10 -0.09
S 0.87 -0.30 -0.74
C -1.73 -1.50 -1.06
C -3.05 -2.08 -1.62
H -4.33 -3.78 -1.44
H -3.74 -3.18 0.14
H -2.54 -5.28 -0.48
H -2.18 -4.62 -2.10
H -1.12 -3.68 0.64
H -0.20 -4.53 -0.67
H -1.91 -1.13 -0.02
H -1.38 -0.63 -1.67
H -2.95 -2.28 -2.70
H -3.78 -1.28 -1.49
O -0.95 2.81 -0.86
C -0.29 3.15 0.05
Fe 0.86 3.51 1.27
C 0.50 5.29 1.37
O -0.08 6.30 1.48
C -0.22 2.84 2.46
O -0.96 2.30 3.18
C 2.34 0.63 0.41
C 2.71 1.68 -0.65
C 2.38 3.13 -0.12
C 2.92 3.51 1.14
C 2.65 2.53 2.12
C 2.05 1.32 1.67
H 2.98 -0.30 0.65
H 3.77 1.59 -0.95
H 2.14 1.67 -1.62
H 2.28 3.84 -0.93
H 3.50 4.41 1.32
H 2.96 2.60 3.15
H 1.49 0.69 2.35
*
```

- E (eV) = -79513.94739
- Kohn-Sham gap (spin up / spin down) (eV) = 5.745 / 6.049
- HOMO (spin up / spin down) (eV) = -5.4 / -8.4

Mulliken population analysis, charges in e, atoms 1 to 2: atom 1 (C): -0.67, atom 2 (C): -0.80



Entry 4:
C36H24CdN4O3S as an isolated structure at a distorted geometry, computed with ωB97M-V/def2-TZVPD.

The geometry in ORCA input format:
```
! RIJCOSX wB97M-V def2-TZVPD def2/J DEFGRID3
* xyz -2 1
Cd 0.16 0.25 -0.46
S -3.20 -4.23 5.46
N -2.17 -2.97 5.59
C -1.86 -2.60 4.36
C -0.97 -1.53 4.00
C -0.34 -0.70 4.93
C 0.50 0.29 4.49
C 0.70 0.43 3.11
N 0.10 -0.33 2.22
C -0.72 -1.30 2.63
C -1.36 -2.11 1.60
N -1.08 -1.84 0.32
C -1.66 -2.53 -0.64
C -2.58 -3.56 -0.38
C -2.86 -3.86 0.93
C -2.25 -3.14 1.95
C -2.49 -3.40 3.35
N -3.27 -4.35 3.82
H -0.53 -0.87 5.99
H 1.03 0.94 5.18
H 1.37 1.19 2.71
H -1.39 -2.25 -1.65
H -3.05 -4.08 -1.20
H -3.56 -4.65 1.19
C 2.24 0.37 0.07
C 2.93 1.29 0.53
C 3.70 2.34 1.07
C 4.18 3.37 0.18
C 5.27 4.21 0.50
C 5.71 5.20 -0.37
C 5.09 5.39 -1.60
C 4.04 4.55 -1.95
C 3.59 3.56 -1.09
C 3.85 2.40 2.51
C 3.77 1.21 3.29
C 3.74 1.26 4.67
C 3.80 2.47 5.35
C 3.91 3.64 4.61
C 3.95 3.61 3.22
H 5.79 4.05 1.44
H 6.55 5.82 -0.08
H 5.43 6.17 -2.27
H 3.55 4.67 -2.92
H 2.76 2.92 -1.38
H 3.71 0.27 2.76
H 3.68 0.33 5.23
H 3.75 2.50 6.43
H 3.93 4.60 5.12
H 4.00 4.54 2.67
O 0.52 1.52 -2.64
C 0.29 0.48 -3.28
O -0.09 -0.63 -2.80
C 0.47 0.54 -4.79
C -0.23 -0.32 -5.63
C -0.10 -0.23 -7.00
C 0.76 0.71 -7.56
C 1.48 1.56 -6.73
C 1.33 1.48 -5.36
H -0.88 -1.06 -5.17
H -0.67 -0.89 -7.65
H 0.86 0.78 -8.64
H 2.15 2.29 -7.17
H 1.87 2.15 -4.70
C -0.91 3.11 0.66
C -1.40 1.85 -0.06
O -2.56 1.83 -0.45
H -1.59 3.96 0.48
H 0.10 3.36 0.35
H -0.89 2.89 1.73
*
```

- E (eV) = -65223.76933
- Kohn-Sham gap (eV) = 2.724
- HOMO (eV) = 0.4

Mulliken population analysis, charges in e, atoms 1 to 2: atom 1 (Cd): 2.07, atom 2 (S): 0.05



Which of these has the highest E? C2H7F2NSi



The highest E belongs to which entry? C2H7F2NSi